{
  "formula": "C37H38IrN4O2",
  "method": "wB97M-V/def2-TZVPD",
  "species": ["H", "H", "C", "H", "C", "C", "H", "C", "H", "C", "H", "C", "N", "C", "C", "H", "H", "H", "H", "Ir", "H", "C", "C", "C", "C", "C", "C", "H", "H", "C", "C", "H", "C", "H", "C", "H", "H", "H", "H", "H", "H", "H", "C", "C", "N", "H", "H", "N", "H", "C", "C", "C", "H", "H", "C", "H", "C", "C", "H", "O", "N", "H", "H", "H", "C", "H", "O", "C", "C", "H", "C", "C", "C", "C", "H", "C", "H", "H", "C", "C", "H", "C"],
  "xyz": [[1.741, 1.355, 2.159], [0.628, 1.543, -0.684], [2.520, 5.038, -5.925], [-2.688, -4.686, 1.513], [-2.769, 2.147, 4.640], [2.525, 2.103, -3.567], [-2.361, -3.401, 3.499], [-2.639, -0.102, 5.644], [1.180, 2.960, 0.136], [-2.960, -0.163, -1.313], [-0.095, -2.609, 4.213], [-1.846, -3.987, 1.502], [-0.747, -1.327, 2.680], [-2.161, 1.994, 3.417], [2.516, -3.742, 0.140], [-3.538, 1.596, 6.544], [-0.492, 2.912, 1.786], [0.375, 6.277, -3.585], [-2.210, -3.060, 1.051], [-0.545, -0.786, 0.601], [-1.793, -1.872, 4.985], [3.734, -1.036, 1.113], [-5.383, -0.002, -1.598], [-3.015, 1.236, 5.666], [2.784, 3.831, -5.314], [1.758, 1.113, 1.087], [-4.295, -0.474, -0.900], [5.895, -3.690, 0.813], [-1.112, -3.242, -1.023], [0.753, 1.972, 0.306], [2.349, -1.251, 0.799], [-2.900, -0.667, 6.537], [1.305, 4.337, -3.392], [2.757, 1.342, 0.707], [3.859, -4.018, 0.327], [1.943, -4.592, -0.200], [0.518, -2.942, 2.604], [-6.084, 1.173, -3.273], [0.145, -4.839, 1.246], [-1.108, -4.635, 3.426], [-1.059, -5.498, 0.158], [3.943, -0.034, 1.463], [-1.975, -0.848, 4.693], [-0.718, -4.569, 0.626], [-1.098, 0.923, 1.565], [-1.819, 0.955, -2.771], [-2.169, 2.879, 2.797], [0.475, -2.477, 0.016], [1.396, 6.878, -5.739], [-5.222, 0.802, -2.733], [3.753, 1.376, -4.145], [4.918, -3.228, 0.746], [-6.382, -0.254, -1.256], [-3.781, 1.784, -4.001], [-0.379, -2.646, 3.154], [0.365, -4.180, -1.217], [-1.606, 0.844, 2.766], [-0.244, -3.632, -0.491], [4.123, -5.049, 0.100], [0.813, 4.120, -2.270], [1.467, -0.305, 0.905], [5.744, -1.411, 1.414], [2.976, 5.293, -6.874], [-1.313, 2.572, 0.252], [1.630, 5.921, -5.278], [3.545, 1.004, -5.152], [1.896, 1.506, -2.712], [1.056, 5.597, -4.084], [1.758, -2.543, 0.307], [4.631, 2.022, -4.201], [-1.462, -3.709, 2.956], [-0.610, 2.175, 0.988], [-3.924, 1.137, -3.142], [-1.856, -0.670, -0.633], [-3.137, 3.154, 4.823], [-2.820, 0.675, -2.463], [3.955, 0.525, -3.498], [-4.428, -1.088, -0.017], [4.815, -1.877, 1.094], [-1.463, -0.504, 3.399], [3.459, 3.147, -5.816], [2.206, 3.432, -4.097]],
  "atomic_forces_ev_per_a": [[0.0, 0.0, 0.0], [0.0, 0.0, 0.0], [0.0, 0.0, 0.0], [0.0, 0.0, 0.0], [0.0, 0.0, 0.0], [0.2, -0.2, -0.1], [0.0, 0.0, 0.0], [0.0, 0.0, 0.0], [0.0, 0.1, 0.0], [0.1, -0.2, -0.1], [0.0, 0.0, 0.0], [0.0, 0.0, 0.0], [0.1, 0.0, 0.0], [0.0, 0.0, 0.0], [-0.1, 0.0, 0.0], [0.0, 0.0, 0.0], [0.0, 0.1, 0.0], [0.0, 0.0, 0.0], [0.0, 0.0, 0.0], [-0.2, -0.2, -0.1], [0.0, 0.0, 0.0], [0.2, -0.1, 0.0], [0.0, 0.0, 0.0], [0.0, 0.0, 0.0], [0.0, 0.0, 0.0], [0.1, 0.0, 0.0], [0.0, 0.0, 0.0], [0.0, 0.0, 0.0], [0.0, 0.0, 0.0], [-0.1, 0.0, 0.1], [-0.2, 0.0, -0.1], [0.0, 0.0, 0.0], [0.2, 0.1, 0.0], [0.0, 0.0, 0.0], [0.2, 0.0, 0.0], [0.0, 0.0, 0.0], [0.0, 0.0, 0.0], [0.0, 0.0, 0.0], [0.0, 0.0, 0.0], [0.0, 0.0, 0.0], [0.0, 0.0, 0.0], [0.0, 0.0, 0.0], [0.0, 0.0, 0.1], [0.0, 0.0, 0.1], [0.1, 0.0, -0.2], [0.0, 0.0, 0.0], [0.0, 0.0, 0.0], [0.0, 0.0, 0.1], [0.0, 0.0, 0.0], [0.0, 0.0, 0.0], [0.0, 0.0, 0.0], [-0.1, -0.1, 0.0], [0.0, 0.0, 0.0], [0.0, 0.0, 0.0], [0.0, 0.0, 0.0], [0.0, 0.0, 0.0], [0.1, 0.1, 0.1], [0.0, 0.0, 0.0], [0.0, 0.0, 0.0], [-0.1, 0.0, 0.1], [-0.1, 0.1, 0.1], [0.0, 0.0, 0.0], [0.0, 0.0, 0.0], [-0.1, 0.0, 0.0], [0.0, 0.0, 0.0], [0.0, 0.0, 0.0], [0.0, 0.1, 0.0], [0.0, -0.1, 0.0], [0.1, 0.0, 0.0], [0.0, 0.0, 0.0], [0.0, 0.0, 0.0], [0.1, -0.1, 0.1], [0.0, 0.0, 0.0], [-0.2, 0.3, 0.0], [0.0, 0.0, 0.0], [0.0, 0.0, 0.0], [0.0, 0.0, 0.0], [0.0, 0.0, 0.0], [0.0, 0.1, 0.0], [0.0, 0.0, 0.0], [0.0, 0.0, 0.0], [0.0, 0.0, -0.1]],
  "lowdin_charge": [0.12, 0.07, -0.16, 0.10, -0.13, -0.41, 0.10, -0.14, 0.10, -0.36, 0.11, -0.21, -0.09, -0.04, -0.06, 0.07, 0.10, 0.09, 0.07, 1.32, 0.07, -0.04, -0.15, -0.17, -0.10, -0.20, -0.09, 0.07, 0.09, -0.19, -0.22, 0.09, -0.42, 0.10, -0.14, 0.07, 0.10, 0.07, 0.10, 0.11, 0.10, 0.08, -0.05, -0.18, -0.12, 0.11, 0.08, -0.13, 0.08, -0.15, -0.05, -0.17, 0.08, 0.09, -0.23, 0.10, -0.21, -0.24, 0.09, -0.05, -0.10, 0.09, 0.07, 0.13, -0.15, 0.07, 0.05, -0.05, -0.22, 0.07, -0.20, -0.20, -0.13, -0.24, 0.09, -0.07, 0.07, 0.09, -0.14, -0.22, 0.08, -0.11],
  "de_lowest_kcal_mol": 0.0,
  "total_charge": -2,
  "multiplicity": 2
}